# 1
A cluster of 2 separate species, H5N2OPS2 in total at a distorted geometry. Source: the OMol25 dataset; level of theory: ωB97M-V/def2-TZVPD.

HOMO energy (spin up / spin down) (Eh): -0.3140 / -0.3140
Gap between HOMO and LUMO (spin up / spin down) (Eh): 0.24892 / 0.24910
Lowest unoccupied orbital energy (spin up / spin down) (eV): -1.77 / -1.77
Total energy (Ha): -1325.4179
Energy above the lowest of the compared OMol25 structures with the same formula, charge and spin (kJ/mol): 221.3

Structure (XYZ):
```
11
Properties=species:S:1:pos:R:3:forces:R:3
S 2.02135 1.43129 -0.18968 -0.77 -0.93 0.37
S -2.60354 1.46888 0.57983 -0.39 1.03 2.82
P 1.12233 -0.03682 0.81506 0.16 2.20 -0.36
O 2.13621 -1.24269 0.94619 -1.64 -1.69 1.68
N -0.09176 -0.89829 -0.36146 -1.37 1.33 -1.92
N -0.72637 -0.31950 -1.30323 0.92 -0.80 0.72
H 2.94568 -1.09163 0.53866 2.47 0.46 -1.39
H -0.20070 0.48734 -1.82370 -0.01 -1.59 1.84
H -0.65566 -1.62576 0.17191 0.45 0.84 -1.11
H -1.56948 0.83120 1.18914 -0.31 0.23 -0.31
H -2.37806 0.99598 -0.56271 0.49 -1.09 -2.35
```
Positions in Å, forces in eV/Å.

Atom charges from the natural (NBO) analysis, given in e for atoms 1 to 2: atom 1 (S): -0.6599, atom 2 (S): -0.2560

=====

# 2
A cluster of 6 separate species, C51H111N5O2 in total at a distorted geometry. Source: the OMol25 dataset; level of theory: ωB97M-V/def2-TZVPD.

HOMO energy (Eh): -0.6435
Net charge: +4
Gap between HOMO and LUMO (Eh): 0.36068
Lowest unoccupied orbital energy (eV): -7.70
Total energy (Ha): -2432.8055

Structure (XYZ):
```
169
Properties=species:S:1:pos:R:3:forces:R:3
O -0.47923 0.56433 0.96722 -0.07 0.46 0.01
O 0.17225 -0.66069 -0.78773 0.32 -0.04 -1.44
N 2.98550 2.29534 -2.57761 0.33 -0.65 0.32
N 4.42669 -3.11285 -0.14382 0.79 0.36 -0.75
N -1.71838 -2.79155 -3.21516 0.25 0.11 1.76
N 0.19840 1.61373 4.61872 -0.83 0.77 -0.07
N -4.64468 1.76429 0.47329 -0.14 -0.28 0.54
C -6.11579 3.31203 3.75280 -0.91 0.76 0.35
C -2.92462 -3.38742 -1.18882 -0.09 -0.72 0.25
C 1.51919 4.33437 -2.56869 -0.28 0.00 -0.06
C -5.50770 2.63421 1.37443 -1.26 -0.93 0.75
C -1.79610 -4.43605 -1.44326 0.33 0.34 0.51
C 0.64403 -0.73027 5.33871 -0.33 -0.05 -0.69
C -5.29264 1.68630 -0.89947 1.40 -0.75 0.63
C 1.97799 3.09344 -3.29435 -0.86 -0.01 -1.33
C 6.90265 -0.95296 -2.52472 -0.42 -0.16 -0.94
C 6.44349 4.11552 -3.05101 -0.38 -0.48 -0.71
C -1.99750 -4.13277 -5.36035 0.92 -0.61 -0.58
C 4.07261 -4.88057 2.31341 0.60 -1.64 0.13
C 2.29417 1.79873 -1.30307 0.52 0.70 -0.36
C -0.49608 0.51102 -5.06553 -1.74 -0.69 0.31
C 1.56487 1.78058 4.04602 0.80 -1.67 0.78
C -0.81919 -3.75296 -2.38894 -1.34 0.29 -0.66
C 4.19523 -4.60606 -0.16233 -1.04 -0.43 -1.80
C -2.68504 -2.22172 -2.10700 2.15 0.04 -1.66
C -0.15355 -1.75829 1.30643 -0.72 0.05 -0.48
C 3.45889 -5.24252 0.98226 -0.41 0.44 0.43
C 2.06499 -0.59045 4.76948 -0.72 0.10 -0.19
C -0.15848 -0.50061 0.39071 -0.18 -0.61 1.70
C 5.04387 3.64866 -3.54179 0.08 -0.79 1.02
C 4.20532 -3.41066 2.33026 0.44 2.17 -0.06
C -2.66998 -3.51823 -4.18559 0.32 0.60 0.25
C -7.50477 2.64229 3.92323 0.29 -0.56 -0.78
C 0.20180 2.11248 5.99562 -1.38 0.65 2.65
C -5.56583 -0.44390 1.48875 -0.05 0.64 -0.04
C -5.14423 -1.81447 1.96807 0.14 -1.45 0.18
C 3.31732 1.10095 -3.42622 -0.73 1.00 -1.13
C 3.20019 -2.25051 -0.26528 0.38 -1.19 -0.45
C -1.12133 2.31773 6.86711 1.06 -0.25 -0.93
C -4.33665 0.34439 1.03485 -0.62 0.74 -0.17
C -1.34287 1.57659 -5.78342 0.96 0.04 -1.26
C 1.77676 2.95098 -0.43947 0.41 -0.72 0.24
C 4.27714 3.04453 -2.30624 0.27 -0.13 -0.40
C -0.72830 2.94241 8.21488 -0.83 0.41 0.42
C 5.39910 -2.79397 -1.30158 0.69 -0.42 -0.29
C 5.06020 -2.86522 1.12848 -0.16 0.56 2.83
C -2.85083 1.89467 -1.12646 -0.33 -0.10 -0.37
C 0.93106 3.94786 -1.21239 -0.28 -0.39 0.03
C 2.55691 0.85174 4.80182 -0.23 0.29 -0.80
C -1.47118 -0.57276 -4.51826 -0.17 -0.66 -0.08
C -0.67859 2.51929 3.81573 0.28 -0.45 0.04
C -2.99254 -4.89651 -6.28690 0.81 0.97 0.96
C 5.96073 -1.34895 -1.38033 -0.81 0.01 0.51
C -0.75326 -1.70539 -3.74752 -1.40 -0.10 0.15
C -3.30587 2.47813 0.20773 -1.44 -0.75 -1.05
C -5.03261 2.75674 2.81550 1.07 -0.73 -0.24
C -4.11390 1.25494 -1.76536 -0.02 0.00 -0.27
C -0.27503 0.21283 4.54790 1.17 -0.89 -0.36
H 3.41446 -1.24912 0.12094 -0.13 -0.29 -0.35
H 2.95286 -2.31361 -1.32577 -0.33 0.54 0.18
H -5.99447 -2.47839 2.17901 0.01 0.46 -0.01
H 7.02769 0.15339 -2.51756 0.11 -0.78 0.16
H 5.16415 2.94997 -4.38018 -0.05 -0.07 0.40
H -5.76487 3.35165 4.77351 0.72 0.05 0.19
H -0.07820 0.93470 -4.16193 0.61 0.22 0.11
H -6.02916 0.07635 2.33650 -0.11 -0.09 -0.24
H -1.42828 -3.38040 -5.95077 -0.32 -0.45 0.35
H -3.58567 3.51930 0.17796 0.36 0.40 0.01
H -3.62169 0.54948 1.82407 -0.01 -0.32 0.26
H 4.88377 -3.02979 -2.25072 0.08 -0.12 0.53
H -1.58347 1.35743 7.10409 -0.05 -0.06 -0.30
H -1.29919 -4.63200 -0.47876 -0.15 -0.25 -0.50
H 2.60173 3.39935 0.11029 0.13 0.28 -0.11
H -2.85880 -3.07584 -0.14881 -0.17 0.15 -0.03
H 3.42257 -5.29227 3.08386 0.09 0.30 0.28
H 3.54439 0.90393 4.34600 -0.05 0.13 -0.32
H 0.28054 0.06864 -5.71364 -0.30 0.30 0.27
H 2.45934 3.37531 -4.23384 -0.40 -0.14 -0.15
H -0.37719 3.98629 8.18359 0.06 -0.48 -0.28
H -8.11075 3.32671 4.53096 0.25 -0.54 0.22
H 0.67687 -1.70403 1.99393 0.20 0.10 0.44
H -0.02433 3.43286 -1.41022 0.15 0.17 -0.11
H 2.73291 1.19096 5.80137 -0.10 0.24 0.71
H -2.08875 -1.02094 -5.33146 0.57 0.32 0.28
H -0.16163 -0.10062 3.47948 -0.78 0.46 0.71
H 2.41426 -4.89920 1.04355 0.10 -0.17 -0.38
H 7.88980 -1.43930 -2.47277 -0.42 0.25 0.10
H 1.11948 2.39183 -3.47327 0.77 0.71 -0.06
H -3.56227 -5.59081 -5.63832 0.20 0.08 -0.87
H 1.44247 1.39618 3.03777 0.28 0.41 -0.44
H 2.35854 0.58914 -3.58827 0.60 -0.41 0.28
H 0.76633 1.47263 6.64662 0.65 -0.30 -0.19
H -0.11111 -3.11320 -1.85518 -0.05 -0.11 -0.19
H -0.66273 2.38233 -6.12423 -0.55 -0.15 0.24
H 6.51523 -1.11744 -0.48757 0.02 0.02 0.67
H -6.31942 -0.49392 0.67794 0.41 -0.08 0.38
H 0.71776 4.81042 -3.14066 0.13 -0.20 -0.21
H 1.18641 2.41488 0.30927 -0.23 0.24 0.06
H -1.28087 0.21786 4.93440 -0.45 -0.17 -0.21
H 7.05210 4.44645 -3.90111 -0.18 -0.13 0.20
H 4.45622 4.46638 -3.92368 -0.05 0.54 -0.15
H 2.01081 -0.89241 3.71514 0.18 -0.17 0.05
H -0.35062 -4.43180 -3.09354 0.30 0.03 0.09
H -1.66037 2.97210 8.78479 0.01 0.19 0.04
H -2.12104 -1.42868 -1.62035 0.07 0.10 0.07
H -0.07234 -2.27469 -4.36254 0.33 0.12 -0.41
H -4.53249 -2.42526 1.27455 -0.19 0.66 -0.04
H -0.23698 -1.36798 -2.82868 -0.26 0.12 -0.57
H -0.07893 2.35245 8.86866 0.25 -0.09 -0.56
H 1.81325 2.83433 4.11942 0.13 0.00 -0.26
H -4.57344 -1.77614 2.90074 -0.03 0.21 -0.06
H 3.61529 1.48786 -4.41674 -0.02 -0.24 0.47
H 0.60629 -0.58725 6.40525 0.04 0.31 0.44
H -5.62098 3.60701 0.90142 0.15 -0.01 -0.19
H 6.35033 4.95189 -2.38396 -0.01 0.36 0.43
H -2.52044 2.65644 -1.83507 0.39 0.05 0.41
H 4.03663 3.84085 -1.60528 0.12 -0.01 0.02
H 4.73843 -3.02541 3.20694 -0.22 -0.20 0.03
H -6.37171 4.36194 3.52855 0.55 -0.25 -0.30
H 3.58344 -4.76853 -1.05734 0.41 -0.16 -0.16
H 5.07516 -0.68143 -1.39497 0.39 -0.14 0.00
H 1.44500 1.18464 -1.65693 0.59 -0.07 0.41
H -5.53018 2.70953 -1.12316 -0.54 0.35 -0.25
H 3.08136 1.25229 -0.76685 -0.51 -0.29 -0.08
H -4.08250 3.35483 2.80348 -0.88 -0.17 0.41
H 4.15175 0.53349 -3.02673 -0.30 -0.19 0.30
H -1.10256 -1.83089 1.85900 0.38 0.15 0.05
H 2.44023 -2.74284 0.31300 -0.53 0.17 0.17
H 5.06111 -5.36829 2.46462 -0.47 0.27 -0.19
H -3.41791 -1.78600 -2.76596 -1.00 0.00 0.68
H 6.98031 3.30208 -2.54185 -0.16 0.22 -0.16
H 6.46625 -1.19512 -3.51421 0.23 0.02 0.41
H -3.64386 -4.14795 -6.75855 -0.04 -0.52 0.00
H -0.61422 2.20028 2.77640 -0.04 0.12 -0.05
H -1.27688 -4.88005 -4.95400 -0.21 0.44 -0.49
H 2.33209 5.05656 -2.63319 0.06 0.16 0.77
H -1.85079 2.94603 6.34088 0.13 -0.09 0.24
H -4.31465 1.70846 -2.72631 0.21 -0.31 -0.52
H 4.87031 2.27863 -1.79179 0.22 0.37 -0.04
H 5.16915 -1.78879 1.25610 0.17 -0.03 -0.03
H -2.16329 2.00150 -5.19364 0.31 -0.18 0.07
H -2.21354 -0.06283 -3.86428 0.53 -0.26 -0.16
H 2.76472 -1.22499 5.28107 0.28 -0.38 0.21
H -2.34188 -5.36455 -7.03491 -0.75 -0.29 0.09
H -2.05008 1.17736 -0.91001 -0.08 0.13 -0.40
H -3.88612 -3.84858 -1.34113 -0.42 -0.08 0.01
H 5.16539 -5.09730 -0.29000 -0.10 0.33 -0.02
H -6.15967 1.01836 -0.93494 0.18 0.36 0.26
H 0.19236 -1.72055 5.19846 0.45 -0.01 -0.14
H -3.99903 0.16688 -1.87784 -0.31 0.44 0.03
H -3.19369 -4.30302 -3.63230 0.16 0.23 0.24
H -7.42869 1.61718 4.34990 -0.21 0.77 -0.03
H -8.07866 2.57008 2.99074 0.21 -0.09 -0.01
H -1.76941 1.15752 -6.72059 0.12 0.20 0.63
H -6.52679 2.18729 1.44448 0.71 0.12 -0.52
H 0.67153 3.07691 5.98457 0.44 0.50 -0.12
H -0.24636 3.49024 4.00741 -0.31 0.50 -0.39
H 6.03959 -3.32339 1.23223 0.17 -0.14 -0.58
H 3.44852 -6.31175 0.77992 -0.04 -0.05 0.05
H -2.14733 -5.38228 -1.86312 -0.12 0.21 0.21
H 3.21457 -2.91221 2.31945 0.37 -0.23 0.10
H -3.81912 -0.24604 0.27685 0.06 0.43 -0.21
H -3.42265 -2.77850 -4.46042 0.09 0.02 -0.16
H 6.16408 -3.56428 -1.10743 0.10 0.61 -0.56
H -0.04568 -2.68321 0.74772 0.06 -0.11 -0.26
H -2.60401 2.21985 0.96107 0.43 0.10 0.92
H -1.69283 2.46462 4.18354 -0.19 -0.01 0.06
H 0.67165 4.80037 -0.59712 0.14 0.27 0.06
H -4.70950 1.72681 3.11832 -0.42 0.78 0.18
```
Positions in Å, forces in eV/Å.

Atom charges from the Mulliken analysis, given in e for atoms 1 to 2: atom 1 (O): -0.1771, atom 2 (O): 0.0179

=====

# 3
A cluster of 2 separate species, C3H10N2O2 in total at a distorted geometry. Source: the OMol25 dataset; level of theory: ωB97M-V/def2-TZVPD.

HOMO energy (Eh): -0.3383
Gap between HOMO and LUMO (Eh): 0.37415
Lowest unoccupied orbital energy (eV): 0.97
Total energy (Ha): -380.1408
Energy above the lowest of the compared OMol25 structures with the same formula, charge and spin (kJ/mol): 514.3
SMILES string: NN(O)O.C=CC

Structure (XYZ):
```
17
Properties=species:S:1:pos:R:3:forces:R:3
O -1.14068 -0.10443 1.45788 -0.35 -0.51 0.24
O -1.45122 -1.73730 -0.12797 -0.31 -0.32 0.84
N -0.55148 -1.26848 0.92664 0.65 0.97 -1.11
N -0.52266 -2.20059 1.93055 -0.32 -0.20 0.34
C 0.38640 2.26258 -0.06979 -0.07 0.24 0.07
C 1.34193 0.43924 -1.47409 -0.01 0.07 -0.06
C 0.27762 1.40119 -1.06728 0.06 -0.16 -0.12
H -0.60855 0.63720 1.12320 0.07 -0.42 -0.16
H 1.54942 0.53377 -2.53917 0.06 -0.02 -0.07
H 1.02024 -0.58336 -1.28888 0.01 -0.15 0.01
H -0.40956 2.94324 0.18904 -0.15 0.08 -0.01
H -1.45081 -2.43141 2.28668 -0.05 0.05 -0.21
H 1.28843 2.33416 0.51776 0.20 -0.03 0.07
H 2.25626 0.61546 -0.91661 0.13 -0.03 0.05
H -0.63726 1.36057 -1.64831 -0.15 0.09 0.03
H -0.05488 -3.03225 1.59115 -0.06 0.17 -0.08
H -1.29322 -1.16961 -0.89085 0.27 0.17 0.16
```
Positions in Å, forces in eV/Å.

Atom charges from the natural (NBO) analysis, given in e for atoms 1 to 2: atom 1 (O): -0.5922, atom 2 (O): -0.6252

=====

# 4
A cluster of 2 separate species, C4H4NO3 in total at a distorted geometry. Source: the OMol25 dataset; level of theory: ωB97M-V/def2-TZVPD.

HOMO energy (Eh): -0.1184
Net charge: -1
Gap between HOMO and LUMO (Eh): 0.26024
Lowest unoccupied orbital energy (eV): 3.86
Total energy (Ha): -435.2895
Energy above the lowest of the compared OMol25 structures with the same formula, charge and spin (kJ/mol): 194.4

Structure (XYZ):
```
12
Properties=species:S:1:pos:R:3:forces:R:3
O -2.76940 -0.28535 -0.96598 -1.45 3.12 -2.22
O 0.15908 -0.19296 -1.15670 1.05 -1.31 -2.07
O -2.65163 -1.92964 0.59322 0.06 0.34 -0.39
N -0.80153 -3.19206 -2.70770 0.10 1.32 1.03
C -0.62431 -2.33775 -1.91612 -0.23 -2.82 -4.14
C -0.40973 -1.48547 -0.90097 -0.78 1.68 4.38
C -2.39418 -1.15291 -0.30315 2.22 -3.53 2.44
C 0.27105 0.70665 -0.10521 -0.60 0.92 -0.93
H -0.04120 -2.17786 -0.06278 0.12 1.78 -0.55
H 0.80683 1.69231 -0.34715 -0.33 -1.74 -0.24
H 0.74354 0.19349 0.68237 0.61 -0.18 1.61
H -0.73985 0.99348 0.09363 -0.76 0.40 1.07
```
Positions in Å, forces in eV/Å.

Atom charges from the natural (NBO) analysis, given in e for atoms 1 to 2: atom 1 (O): -0.6436, atom 2 (O): -0.5479

=====

# 5
An isolated molecule of C4H7N3 at a distorted geometry. Source: the OMol25 dataset; level of theory: ωB97M-V/def2-TZVPD.

HOMO energy (Eh): -0.3379
Gap between HOMO and LUMO (Eh): 0.36181
Lowest unoccupied orbital energy (eV): 0.65
Total energy (Ha): -320.8605
Energy above the lowest of the compared OMol25 structures with the same formula, charge and spin (kJ/mol): 59.9
SMILES string: [H]/N=C1\CCN\C1=N\[H]

Structure (XYZ):
```
14
Properties=species:S:1:pos:R:3:forces:R:3
N -1.41830 1.99505 -0.62103 0.31 -0.34 -0.04
N 1.22004 0.67727 -1.73088 -0.25 -0.38 0.67
N -1.11930 0.16178 0.80886 -0.25 0.16 0.17
C 0.41850 0.25582 -0.84787 0.11 -0.49 0.22
C 0.62817 -1.06235 -0.07794 -0.17 0.11 0.03
C -0.79129 0.94114 -0.28082 -0.14 0.02 0.14
C -0.04837 -0.72549 1.23857 -0.09 -0.12 0.19
H -1.76240 0.54953 1.47691 -0.06 0.06 0.07
H 1.67209 -1.39555 0.07032 -0.34 0.52 -0.28
H -1.02018 2.39592 -1.46929 0.04 -0.13 0.08
H 1.86199 -0.10127 -1.60057 1.22 0.39 -1.44
H -0.44403 -1.59694 1.75963 -0.02 0.07 0.02
H 0.68409 -0.22038 1.88951 -0.24 -0.08 0.00
H 0.11901 -1.87454 -0.61541 -0.12 0.22 0.19
```
Positions in Å, forces in eV/Å.

Atom charges from the natural (NBO) analysis, given in e for atoms 1 to 2: atom 1 (N): -0.6720, atom 2 (N): -0.5454

=====

# 6
A cluster of 2 separate species, H2NO2S in total at a distorted geometry. Source: the OMol25 dataset; level of theory: ωB97M-V/def2-TZVPD.

HOMO energy (spin up / spin down) (Eh): -0.1606 / -0.1248
Net charge: -1
Gap between HOMO and LUMO (spin up / spin down) (Eh): 0.30096 / 0.25935
Lowest unoccupied orbital energy (spin up / spin down) (eV): 3.82 / 3.66
Total energy (Ha): -604.5390
Energy above the lowest of the compared OMol25 structures with the same formula, charge and spin (kJ/mol): 300.4

Structure (XYZ):
```
6
Properties=species:S:1:pos:R:3:forces:R:3
S -0.39498 -0.02967 -0.16996 1.53 -1.77 1.61
O -0.63611 -1.45281 0.19439 -0.15 0.97 -1.47
O -1.47593 0.71630 -0.80130 0.82 -0.20 0.33
N 0.35872 0.64664 0.99993 -1.15 2.36 -1.53
H 1.31531 0.04343 -1.87930 -1.27 -0.18 1.04
H 0.83298 0.07611 1.65625 0.22 -1.19 0.03
```
Positions in Å, forces in eV/Å.

Atom charges from the natural (NBO) analysis, given in e for atoms 1 to 2: atom 1 (S): 2.1405, atom 2 (O): -0.9888